The following is a quantum chemistry calculation of a structure of composition C2H4N2S2 at a distorted geometry, from OMol25.

Each line ends with the Löwdin charge.
CARTESIAN COORDINATES (ANGSTROEM)
C 1.88 0.95 -0.54  -0.382
C -0.76 -0.65 -0.06  -1.125
H 0.32 0.59 1.74  0.016
H 1.52 0.34 3.02  0.190
H 2.78 0.99 -1.27  0.099
H -0.07 -0.99 1.06  0.104
N 1.26 0.20 1.84  -0.095
N 2.19 0.62 0.71  -0.106
S 0.06 0.57 -1.24  0.703
S -2.27 -1.10 0.06  0.596

**Multiplicity**: 1
**Maximum force**: 5.2 eV/Å
**Gap between HOMO and LUMO**: 8.02 eV
**Total charge**: 0
**Energy above the lowest of the compared OMol25 structures with the same formula, charge and spin**: 139.61 kcal/mol
**HOMO level**: -8.454 eV


The following is a quantum chemistry calculation of the molecule C2H4N2S2 at a distorted geometry, from OMol25.

Each line ends with the Löwdin charge.
CARTESIAN COORDINATES (ANGSTROEM)
N 0.22 -1.65 -0.76  0.028
C 0.21 -0.73 0.30  -0.663
S 0.53 -1.04 2.01  0.539
S 0.33 0.94 2.13  0.517
C 0.25 0.77 0.37  -0.757
N -0.31 1.65 -0.46  0.006
H 0.08 -1.49 -1.78  0.107
H 0.05 -2.62 -0.63  0.063
H -0.09 2.58 -0.38  0.046
H -1.28 1.60 -0.81  0.112

**Multiplicity**: 1
**Maximum force**: 6.8 eV/Å
**Structure (SMILES)**: Nc1ssc1N
**Gap between HOMO and LUMO**: 7.48 eV
**Total charge**: 0
**Energy above the lowest of the compared OMol25 structures with the same formula, charge and spin**: 60.47 kcal/mol
**HOMO level**: -6.940 eV


The following is a quantum chemistry calculation of the molecule C2H4N2S2 at a distorted geometry, from OMol25.

Each line ends with the Löwdin charge.
CARTESIAN COORDINATES (ANGSTROEM)
N -0.74 -1.07 0.94  -0.028
N -1.04 -0.64 -0.30  -0.082
C -0.51 0.27 -0.95  -0.281
C 0.71 1.07 -0.43  -1.301
S 0.72 2.67 -0.27  0.662
S 1.89 0.09 0.18  0.815
H -0.11 -0.45 1.42  0.020
H -1.58 -1.40 1.55  0.148
H -0.80 0.63 -1.93  0.099
H 1.47 -1.17 -0.22  -0.051

**Multiplicity**: 1
**Maximum force**: 4.0 eV/Å
**Structure (SMILES)**: N/N=C\C(=S)S
**Gap between HOMO and LUMO**: 8.27 eV
**Total charge**: 0
**Energy above the lowest of the compared OMol25 structures with the same formula, charge and spin**: 66.97 kcal/mol
**HOMO level**: -8.759 eV


The following is a quantum chemistry calculation of the molecule C2H4N2S3 at a distorted geometry, from OMol25.

Each line ends with the Löwdin charge.
CARTESIAN COORDINATES (ANGSTROEM)
S 0.13 -1.58 1.43  0.514
C 0.14 0.11 0.00  -1.244
S 1.82 -0.07 -0.69  0.709
N -0.12 1.33 0.60  -0.173
N -1.09 2.11 0.16  -0.014
C -1.71 1.52 -0.77  -0.417
S -1.07 -0.08 -1.27  0.896
H -0.95 -1.31 1.99  -0.289
H 2.32 -0.12 0.47  -0.206
H 0.57 1.58 1.33  0.165
H -2.56 1.94 -1.25  0.059

**Multiplicity**: 1
**Maximum force**: 3.8 eV/Å
**Structure (SMILES)**: SC1(S)NN=CS1
**Gap between HOMO and LUMO**: 8.44 eV
**Total charge**: 0
**Energy above the lowest of the compared OMol25 structures with the same formula, charge and spin**: 47.41 kcal/mol
**HOMO level**: -8.298 eV


The following is a quantum chemistry calculation of a cluster of 2 separate species, C2H4N2S3 in total at a distorted geometry, from OMol25.

Each line ends with the Löwdin charge.
CARTESIAN COORDINATES (ANGSTROEM)
S 2.55 -1.80 0.08  0.532
C 2.24 -0.24 -0.35  -1.177
N 1.08 0.43 0.02  -0.107
N 0.90 1.58 -0.57  -0.043
C 1.85 1.96 -1.28  -0.429
S 3.15 0.76 -1.43  0.985
H 0.24 -0.02 0.40  -0.006
H 1.79 2.79 -1.87  0.045
S -1.62 -1.18 0.72  0.513
H -1.42 -1.65 -0.58  -0.138
H -0.91 -2.10 1.42  -0.176

**Multiplicity**: 1
**Maximum force**: 3.2 eV/Å
**Structure (SMILES)**: S=c1[nH]ncs1.S
**Gap between HOMO and LUMO**: 8.75 eV
**Total charge**: 0
**Energy above the lowest of the compared OMol25 structures with the same formula, charge and spin**: 15.95 kcal/mol
**HOMO level**: -8.384 eV


The following is a quantum chemistry calculation of a cluster of 2 separate species, C2H4N2S3 in total at a distorted geometry, from OMol25.

Each line ends with the Löwdin charge.
CARTESIAN COORDINATES (ANGSTROEM)
N -2.63 0.12 -1.46  0.166
N -1.96 -0.67 -1.95  -0.810
S -1.07 -1.68 -2.65  0.661
C 0.24 -0.45 1.65  -0.124
C 0.83 0.22 0.62  -1.082
S 0.19 1.76 0.02  0.720
S 2.08 -0.45 -0.49  0.709
H 0.62 -1.48 1.83  0.055
H -0.33 0.02 2.54  0.087
H -0.36 2.07 1.11  -0.179
H 2.40 0.53 -1.22  -0.202

**Multiplicity**: 1
**Maximum force**: 6.9 eV/Å
**Structure (SMILES)**: N#[N+][S-].C=C(S)S
**Gap between HOMO and LUMO**: 9.16 eV
**Total charge**: 0
**Energy above the lowest of the compared OMol25 structures with the same formula, charge and spin**: 49.63 kcal/mol
**HOMO level**: -8.644 eV